Molecular formula: C2H2F2O
Method: DFT, wB97M-V/def2-TZVPD

Last column: natural (NBO) charge in e.
Element x y z (Å)
O  -0.349  1.634  0.723  -0.47
C  -0.128  0.721  -0.031  0.35
C  0.071  -0.623  0.142  0.44
F  -0.971  -1.317  0.780  -0.31
F  0.327  -1.087  -1.095  -0.31
H  0.008  0.997  -1.214  0.11
H  1.041  -0.325  0.695  0.19

Results
ΔE to the lowest compared entry with this formula, charge and spin = 145.3 kJ/mol
Total energy = -9586.5012 eV
LUMO level = 0.00182 Ha
SMILES string = O=CC(F)F
E_HOMO = -10.6 eV
Charge = 0



Molecular formula: C2H2F2O
Method: DFT, wB97M-V/def2-TZVPD

Last column: natural (NBO) charge in e.
Element x y z (Å)
C  -0.581  0.763  0.689  0.46
C  0.770  -0.794  -0.555  0.37
O  -0.023  -0.334  0.366  -0.42
F  -0.883  1.879  -0.065  -0.34
F  0.838  -2.136  -0.475  -0.34
H  -0.733  1.004  1.674  0.13
H  0.613  -0.382  -1.634  0.13

Results
ΔE to the lowest compared entry with this formula, charge and spin = 365.2 kJ/mol
Total energy = -9584.2227 eV
LUMO level (spin up / spin down) = 0.01317 / 0.02815 Ha
E_HOMO (spin up / spin down) = -7.9 / -8.3 eV
Charge = 0



Molecular formula: C2H2F2O2
Method: DFT, wB97M-V/def2-TZVPD

Last column: natural (NBO) charge in e.
Element x y z (Å)
O  0.650  0.907  1.348  -0.51
C  0.473  0.861  0.225  0.80
F  0.738  2.015  -0.466  -0.34
C  -0.203  -0.407  -0.447  0.38
O  -0.061  -1.569  0.227  -0.65
F  -1.554  -0.106  -0.500  -0.35
H  0.259  -0.366  -1.506  0.17
H  -0.302  -1.335  1.118  0.49

Results
ΔE to the lowest compared entry with this formula, charge and spin = 46.5 kJ/mol
Total energy = -11635.7643 eV
LUMO level = 0.02768 Ha
SMILES string = O=C(F)[C@@H](O)F
E_HOMO = -11.7 eV
Charge = 0



Molecular formula: C2H2F2O2
Method: DFT, wB97M-V/def2-TZVPD

Last column: Löwdin spin population.
Element x y z (Å)
C  0.022  -0.634  -0.258  0.18
C  -1.273  -0.568  -0.163  0.57
O  0.646  -1.791  -0.199  0.07
O  -2.061  1.234  -0.084  1.03
F  0.832  0.487  -0.256  0.03
F  -2.192  -1.504  -0.015  0.09
H  1.271  -1.865  -0.908  0.01
H  -1.362  1.802  -0.445  0.02

Results
ΔE to the lowest compared entry with this formula, charge and spin = 257.3 kJ/mol
Total energy = -11629.2415 eV
LUMO level (spin up / spin down) = 0.01789 / -0.10455 Ha
2S+1 = 3
E_HOMO (spin up / spin down) = -7.5 / -9.3 eV
Charge = 0



Molecular formula: C2H2F2OS
Method: DFT, wB97M-V/def2-TZVPD

Last column: natural (NBO) charge in e.
Element x y z (Å)
C  0.445  0.207  -0.467  0.15
C  -1.124  0.094  -0.349  0.51
H  1.707  1.965  0.169  0.54
H  -1.874  0.946  -0.896  0.19
O  0.731  1.511  -0.488  -0.68
F  -1.691  -1.117  -0.385  -0.30
F  -1.253  0.665  1.040  -0.39
S  1.555  -0.796  0.227  -0.02

Results
ΔE to the lowest compared entry with this formula, charge and spin = 269.7 kJ/mol
Total energy = -20420.8656 eV
LUMO level = -0.03666 Ha
E_HOMO = -9.4 eV
Charge = 0



Molecular formula: C2H2F2S2
Method: DFT, wB97M-V/def2-TZVPD

Last column: natural (NBO) charge in e.
Element x y z (Å)
C  -1.251  0.091  -0.150  -0.05
C  1.315  -0.026  0.152  0.01
F  -2.097  -0.961  -0.282  -0.34
F  1.811  -1.250  0.103  -0.33
S  0.162  0.236  -1.297  0.18
S  -0.240  0.242  1.378  0.14
H  -1.882  0.884  -0.101  0.18
H  2.182  0.784  0.198  0.21

Results
ΔE to the lowest compared entry with this formula, charge and spin = 93.0 kJ/mol
Total energy = -29210.2865 eV
LUMO level = -0.00404 Ha
E_HOMO = -9.7 eV
Charge = 0



Molecular formula: C2H2F2S2
Method: DFT, wB97M-V/def2-TZVPD

Last column: natural (NBO) charge in e.
Element x y z (Å)
C  -0.589  0.460  0.340  0.20
C  0.421  -0.391  0.662  -0.04
F  -0.462  1.781  0.487  -0.29
F  -0.598  -2.154  -0.262  -0.67
S  -1.941  -0.003  -0.602  0.23
S  1.542  -1.042  1.669  0.34
H  -2.188  1.287  -0.864  0.10
H  2.377  -1.579  0.862  0.13

Results
ΔE to the lowest compared entry with this formula, charge and spin = 370.9 kJ/mol
Total energy = -29207.4053 eV
LUMO level = -0.05215 Ha
E_HOMO = -9.4 eV
Charge = 0



Molecular formula: C2H2F3I
Method: DFT, wB97M-V/def2-TZVPD

Last column: natural (NBO) charge in e.
Element x y z (Å)
F  1.582  -0.835  0.423  -0.34
C  0.539  -0.112  0.856  0.57
F  -0.154  -0.914  1.618  -0.31
C  -0.430  0.113  -0.762  -0.04
F  0.312  0.525  -1.788  -0.35
I  -2.145  1.257  -0.467  0.12
H  0.820  0.978  1.133  0.16
H  -0.524  -1.012  -1.013  0.19

Results
ΔE to the lowest compared entry with this formula, charge and spin = 154.3 kJ/mol
Total energy = -18357.6266 eV
LUMO level = 0.01459 Ha
SMILES string = FC(F)[C@H](F)I
E_HOMO = -9.7 eV
Charge = 0